C20H26N2O4S | ωB97M-V with the def2-TZVPD basis set

Geometry (Å):
S (3.5592, 2.2767, 2.7611)
O (-6.7291, 1.2034, -2.3193)
O (-4.9930, 0.5583, -1.1464)
O (-2.7177, -2.2480, 0.6227)
O (-1.0322, -2.6373, -0.7103)
N (8.3424, 1.0735, 0.9982)
N (2.9435, 2.3922, -0.0851)
C (6.0502, 1.6141, 1.7535)
C (-0.6957, -3.2786, -3.0412)
C (-4.0026, 0.7827, -0.1354)
C (1.9897, 1.6531, 0.6354)
C (4.2859, 2.0450, 0.1552)
C (4.7363, 1.9464, 1.4707)
C (-0.0513, 0.3753, 0.7744)
C (-6.0212, 1.3957, -1.3691)
C (0.1139, 0.2231, 2.1481)
C (6.5191, 1.4962, -0.5934)
C (1.2272, 0.7791, 2.7621)
C (-2.9845, -4.1478, -0.7770)
C (-0.2823, -3.4717, -1.5970)
C (-6.2912, 2.5185, -0.3937)
C (-2.2381, -2.9622, -0.2174)
C (2.1467, 1.5002, 2.0122)
C (0.8811, 1.0751, 0.0231)
C (5.1926, 1.8006, -0.8674)
C (6.9586, 1.4016, 0.7150)
C (-4.4370, 0.2633, 1.2161)
H (-3.7146, 1.8353, -0.1067)
H (-7.0438, 2.1838, 0.3186)
H (-0.3410, -4.5150, -1.2836)
H (1.3728, 0.6534, 3.8237)
H (2.7258, 2.4344, -1.0696)
H (0.7666, 1.1990, -1.0448)
H (-3.1308, 0.2258, -0.4731)
H (-4.6805, -0.7935, 1.1474)
H (-3.6344, 0.3860, 1.9432)
H (-5.3216, 0.7848, 1.5868)
H (-5.4149, 2.8612, 0.1506)
H (-1.7347, -3.5643, -3.2057)
H (-2.3462, -4.9234, -1.1930)
H (-0.5961, -2.2305, -3.3233)
H (8.5773, 1.5285, 1.8742)
H (-0.0667, -3.8788, -3.6988)
H (-3.6655, -3.7925, -1.5496)
H (4.8520, 1.8681, -1.8906)
H (-0.9062, -0.0854, 0.3060)
H (8.3739, 0.0825, 1.2217)
H (6.3823, 1.5255, 2.7765)
H (-6.6893, 3.3625, -0.9516)
H (0.7520, -3.1596, -1.4627)
H (-3.5685, -4.5909, 0.0257)
H (7.2014, 1.3231, -1.4082)
H (-0.6203, -0.3483, 2.6917)

As for the molecular weight: 390.50 Da. The SMILES is Nc1ccc2c(c1)Sc1ccccc1N2.CCOC(C)=O.CCOC(C)=O. As for the frontier orbital gap: 8.22 eV. The relative energy (zero: lowest compared OMol25 entry of this formula, charge and spin) is 2.217 eV. The HOMO energy is -0.283 hartree. The LUMO energy comes out at 0.52 eV. The energy comes out at -1586.3882 Ha.